1.
DFT (ωB97M-V/def2-TZVPD) results for C21H33N2P2ReSe as an isolated structure.

## Properties
- Energy relative to the best compared isomer or geometry (same formula, charge and spin): 51.8 kcal/mol
- Total charge: +3
- Spin multiplicity: 2

Last column: natural (NBO) charge in e.
Element x y z (Å)
Re -0.434 0.150 -0.010  0.66
C -0.342 -2.414 2.655  -0.94
P -0.906 -2.080 0.970  1.06
C -2.710 -2.307 1.041  -0.94
C -0.189 -3.369 -0.090  -0.37
C 0.080 -4.648 0.382  -0.16
C 0.679 -5.577 -0.458  -0.14
C 0.970 -5.249 -1.774  -0.16
C 0.682 -3.980 -2.261  -0.11
C 0.132 -3.029 -1.413  -0.37
P -0.258 -1.338 -1.929  1.01
C -1.888 -1.499 -2.742  -0.93
C 0.889 -0.897 -3.274  -0.94
H -0.766 -3.362 2.991  0.27
H -0.704 -1.614 3.300  0.27
H 0.747 -2.450 2.689  0.28
H -2.911 -3.343 1.318  0.28
H -3.207 -2.093 0.097  0.25
H -3.122 -1.652 1.810  0.28
H -0.173 -4.927 1.394  0.24
H 0.921 -6.558 -0.078  0.26
H 1.425 -5.979 -2.425  0.26
H 0.901 -3.743 -3.291  0.22
H -1.754 -2.093 -3.647  0.29
H -2.325 -0.540 -3.013  0.26
H -2.579 -2.031 -2.088  0.27
H 0.679 -1.541 -4.127  0.27
H 1.920 -1.048 -2.961  0.27
H 0.741 0.136 -3.585  0.25
C -1.925 4.241 -2.771  -0.43
N -0.571 3.876 -3.104  -0.28
C 0.102 4.268 -4.216  0.00
C 1.365 3.757 -4.131  -0.02
N 1.455 3.056 -2.969  -0.29
C 2.654 2.420 -2.485  -0.42
C 0.253 3.112 -2.355  0.18
Se -0.231 2.508 -0.648  0.30
H -2.239 5.062 -3.413  0.27
H -1.993 4.574 -1.733  0.25
H -2.609 3.402 -2.922  0.24
H -0.345 4.872 -4.983  0.28
H 2.183 3.858 -4.818  0.28
H 3.507 3.076 -2.661  0.27
H 2.837 1.482 -3.014  0.23
H 2.582 2.223 -1.413  0.24
C -0.930 1.464 5.143  -0.58
C 0.391 1.480 4.348  -0.19
C 0.892 2.929 4.254  -0.58
C 1.442 0.584 5.045  -0.58
C 0.222 0.929 3.032  0.34
C 0.078 0.483 1.894  -0.45
H -0.728 1.750 6.171  0.25
H -1.387 0.478 5.147  0.22
H -1.627 2.186 4.727  0.23
H 1.052 3.322 5.255  0.25
H 0.158 3.558 3.757  0.22
H 1.827 2.986 3.705  0.22
H 1.620 0.984 6.042  0.25
H 2.378 0.595 4.492  0.23
H 1.088 -0.440 5.143  0.22

---

2.
DFT (ωB97M-V/def2-TZVPD) results for an isolated molecule of C26H31NO2.

## Properties
- SMILES string: COc1ccccc1[C@@H](CCNCc1ccccc1)c1ccc(OC(C)C)cc1
- Energy relative to the best compared isomer or geometry (same formula, charge and spin): 47.8 kcal/mol

Last column: natural (NBO) charge in e.
Element x y z (Å)
C 3.737 2.775 0.486  -0.25
H 4.539 2.208 0.016  0.20
O 2.560 2.051 0.231  -0.51
C 1.374 2.531 0.719  0.30
C 1.255 3.709 1.445  -0.29
C 0.016 4.126 1.903  -0.20
C -1.113 3.375 1.640  -0.25
C -0.995 2.201 0.916  -0.14
C 0.233 1.761 0.452  -0.07
C 0.340 0.465 -0.322  -0.27
C -0.651 0.487 -1.462  -0.03
C -1.867 -0.185 -1.439  -0.20
C -2.744 -0.099 -2.501  -0.25
C -2.438 0.667 -3.625  0.30
C -1.225 1.347 -3.654  -0.26
C -0.356 1.252 -2.582  -0.19
H 0.582 1.789 -2.620  0.21
H -0.942 1.957 -4.498  0.21
O -3.390 0.682 -4.597  -0.50
C -3.162 1.367 -5.820  0.10
C -4.533 1.565 -6.459  -0.61
H -4.433 2.096 -7.402  0.21
H -4.995 0.599 -6.640  0.21
H -5.175 2.136 -5.794  0.22
C -2.239 0.561 -6.735  -0.64
H -2.064 1.104 -7.660  0.21
H -1.284 0.370 -6.251  0.22
H -2.702 -0.396 -6.967  0.21
H -2.719 2.353 -5.616  0.17
H -3.688 -0.622 -2.483  0.22
H -2.142 -0.790 -0.589  0.21
H 1.346 0.420 -0.752  0.24
C 0.178 -0.734 0.620  -0.38
C 1.343 -0.836 1.600  -0.21
N 1.141 -1.948 2.506  -0.62
H 1.019 -2.806 1.974  0.35
C 2.230 -2.122 3.450  -0.25
C 1.980 -3.300 4.351  0.06
C 3.010 -4.155 4.716  -0.24
C 2.769 -5.229 5.555  -0.21
C 1.491 -5.463 6.034  -0.22
C 0.457 -4.616 5.671  -0.19
C 0.700 -3.540 4.837  -0.24
H -0.098 -2.875 4.546  0.23
H -0.542 -4.794 6.042  0.21
H 1.302 -6.303 6.686  0.21
H 3.580 -5.887 5.832  0.21
H 4.009 -3.980 4.342  0.21
H 2.281 -1.209 4.056  0.20
H 3.210 -2.237 2.949  0.16
H 1.393 0.075 2.205  0.19
H 2.293 -0.916 1.039  0.16
H 0.126 -1.650 0.026  0.20
H -0.743 -0.644 1.198  0.21
H -1.875 1.613 0.698  0.21
H -2.079 3.700 1.993  0.21
H -0.057 5.044 2.466  0.21
H 2.122 4.314 1.662  0.22
H 3.936 2.857 1.560  0.18
H 3.700 3.777 0.046  0.18

---

3.
DFT (ωB97M-V/def2-TZVPD) results for an isolated molecule of C3H4N2S3.

## Properties
- Energy relative to the best compared isomer or geometry (same formula, charge and spin): 26.7 kcal/mol

Last column: natural (NBO) charge in e.
Element x y z (Å)
C -2.688 -1.191 0.434  -0.43
C 1.058 -0.136 -0.015  -0.62
C -1.781 1.039 -0.112  0.29
H -2.366 -2.170 0.989  0.24
H -3.396 -0.646 1.100  0.22
H -3.191 -1.484 -0.516  0.20
H -2.786 1.384 -0.214  0.19
N -1.605 -0.282 0.139  -0.59
N -0.839 1.871 -0.259  -0.65
S -0.238 -1.197 -0.439  0.53
S 2.579 -0.734 0.157  0.00
S 0.741 1.526 0.134  0.63

---

4.
DFT (ωB97M-V/def2-TZVPD) results for a 9-piece molecular cluster, C36H60N6O6S3 overall.

## Properties
- SMILES string: O=S1(=O)CCCC1.O=S1(=O)CCCC1.O=S1(=O)CCCC1.c1cc[nH]c1.c1cc[nH]c1.c1cc[nH]c1.CCCC#N.CCCC#N.CCCC#N
- Energy relative to the best compared isomer or geometry (same formula, charge and spin): 100.8 kcal/mol

Last column: Löwdin charge in e.
Element x y z (Å)
C 0.052 -0.314 -9.299  -0.10
C -0.860 -0.772 -8.131  -0.26
C -0.531 -0.591 -6.644  -0.17
C 0.915 -0.463 -6.261  -0.24
N 2.000 -0.326 -5.969  0.13
H -0.503 -0.635 -10.181  0.07
H 0.954 -0.926 -9.319  0.07
H 0.356 0.723 -9.439  0.07
H -1.225 -1.781 -8.319  0.10
H -1.756 -0.178 -8.310  0.10
H -1.048 -1.219 -5.918  0.12
H -0.760 0.462 -6.483  0.11
C 4.202 -8.303 7.388  -0.13
C 4.687 -8.745 6.072  -0.28
C 3.640 -9.154 4.986  -0.18
C 2.721 -8.087 4.580  -0.22
N 2.117 -7.133 4.274  0.13
H 5.053 -8.036 8.014  0.08
H 3.521 -8.982 7.902  0.08
H 3.559 -7.428 7.293  0.07
H 5.221 -9.662 6.320  0.11
H 5.455 -8.075 5.685  0.11
H 3.154 -9.988 5.491  0.11
H 4.145 -9.583 4.121  0.11
C 7.195 -0.852 3.518  -0.15
C 6.874 -2.073 2.771  -0.28
C 7.916 -3.138 3.219  -0.17
C 9.239 -2.853 2.631  -0.24
N 10.292 -2.665 2.240  0.15
H 8.252 -0.633 3.367  0.08
H 6.887 -0.808 4.563  0.08
H 6.634 -0.046 3.045  0.08
H 6.901 -1.820 1.711  0.12
H 5.841 -2.328 3.006  0.11
H 7.524 -4.065 2.802  0.11
H 7.970 -3.215 4.305  0.12
C 4.488 5.045 -1.961  -0.19
C 4.989 5.576 -3.391  -0.21
C 5.922 6.748 -3.179  -0.24
S 6.785 6.382 -1.557  0.76
O 6.341 7.534 -0.745  -0.37
O 8.256 6.130 -1.766  -0.38
C 5.788 4.850 -1.146  -0.20
H 3.984 4.091 -2.112  0.11
H 3.746 5.740 -1.566  0.11
H 4.232 5.909 -4.101  0.11
H 5.642 4.866 -3.898  0.11
H 5.500 7.738 -3.007  0.09
H 6.652 7.029 -3.938  0.10
H 5.589 4.781 -0.076  0.10
H 6.324 4.053 -1.660  0.10
C -1.798 4.946 5.080  -0.25
C -0.509 4.969 4.288  -0.24
C 0.146 6.281 4.702  -0.19
S -0.115 6.392 6.576  0.74
O -0.666 7.700 6.960  -0.36
O 0.972 5.743 7.329  -0.34
C -1.576 5.313 6.549  -0.22
H -2.094 3.903 4.974  0.11
H -2.585 5.545 4.620  0.12
H -0.538 4.689 3.235  0.12
H -0.058 4.069 4.705  0.11
H -0.132 7.172 4.140  0.11
H 1.207 6.112 4.515  0.09
H -2.398 5.769 7.100  0.10
H -1.368 4.392 7.094  0.10
C -7.878 4.418 -1.223  -0.27
C -7.067 4.208 -2.494  -0.20
C -5.872 5.197 -2.417  -0.23
S -6.450 6.742 -1.702  0.74
O -6.916 7.614 -2.776  -0.34
O -5.492 7.069 -0.613  -0.37
C -7.908 5.848 -0.885  -0.22
H -7.326 3.911 -0.431  0.12
H -8.899 4.038 -1.192  0.12
H -7.752 4.465 -3.302  0.12
H -6.760 3.162 -2.486  0.11
H -5.436 5.387 -3.399  0.10
H -5.090 4.889 -1.722  0.10
H -8.658 6.325 -1.516  0.09
H -7.912 6.008 0.193  0.11
N -8.977 -4.599 -0.262  -0.02
C -9.106 -4.749 -1.609  -0.17
C -9.609 -3.617 -2.172  -0.12
C -9.612 -2.711 -1.114  -0.12
C -9.058 -3.286 0.083  -0.10
H -8.691 -5.362 0.336  0.15
H -8.894 -5.686 -2.100  0.11
H -9.781 -3.539 -3.236  0.10
H -9.920 -1.690 -1.286  0.08
H -9.071 -2.910 1.095  0.10
N 0.852 -6.684 -5.248  -0.01
C -0.277 -7.037 -4.553  -0.13
C 0.060 -7.053 -3.203  -0.12
C 1.381 -6.620 -3.069  -0.11
C 1.859 -6.515 -4.364  -0.16
H 0.914 -6.663 -6.256  0.15
H -1.218 -7.168 -5.067  0.10
H -0.566 -7.395 -2.391  0.09
H 2.051 -6.308 -2.282  0.09
H 2.806 -6.215 -4.789  0.11
N -0.964 -1.570 1.580  0.01
C -1.975 -1.533 2.398  -0.19
C -3.028 -0.751 1.887  -0.07
C -2.336 0.000 0.902  -0.15
C -1.118 -0.520 0.730  -0.17
H -0.247 -2.279 1.632  0.16
H -2.122 -2.214 3.223  0.11
H -4.080 -0.655 2.113  0.09
H -2.817 0.698 0.232  0.09
H -0.359 -0.428 -0.033  0.11

---

5.
DFT (ωB97M-V/def2-TZVPD) results for a 9-piece molecular cluster, C58H76I2N2O20 overall.

## Properties
- SMILES string: C#CCCCc1c(CC(=O)I)c(CCN(CC)C(C)=O)c([C@@H](I)CC)c2c1C(=O)N(C#C)C2=O.O=C1CCCO1.O=C1CCCO1.O=C1CCCO1.O=C1CCCO1.O=C1CCCO1.O=C1CCCO1.O=C1CCCO1.O=C1CCCO1
- Electronic energy: -4465.359012 Eh

Last column: Löwdin charge in e.
Element x y z (Å)
C -4.610 -2.665 -9.069  0.11
C -3.740 -1.870 -8.859  -0.15
C -2.663 -0.953 -8.496  -0.21
C -2.610 -0.818 -6.967  -0.20
C -1.417 0.038 -6.541  -0.13
C -1.459 0.477 -5.094  -0.08
C -1.162 -0.378 -4.025  -0.15
C -0.792 -1.806 -4.350  -0.13
C -1.628 -2.879 -3.662  -0.79
O -1.182 -3.904 -3.284  0.05
I -3.745 -2.441 -3.573  0.89
C -1.216 0.058 -2.696  -0.12
C -0.855 -0.826 -1.522  -0.14
C 0.526 -1.484 -1.472  -0.15
N 1.640 -0.515 -1.290  -0.06
C 2.077 0.128 -2.570  -0.18
C 1.934 1.661 -2.534  -0.06
C 2.743 -1.331 -0.808  -0.48
C 3.236 -1.020 0.569  0.03
O 3.207 -2.231 -1.465  0.10
C -1.667 1.366 -2.419  -0.17
C -1.876 1.948 -1.044  -0.60
I -3.452 0.859 -0.012  0.98
C -0.602 2.180 -0.228  -0.28
C -0.825 2.578 1.229  -0.12
C -1.944 2.182 -3.490  -0.03
C -1.827 1.774 -4.809  -0.03
C -2.206 2.893 -5.713  -0.31
O -2.544 2.880 -6.853  0.17
N -2.186 4.118 -4.877  0.07
C -0.880 4.566 -4.851  -0.16
C 0.239 4.985 -4.801  0.15
C -2.424 3.600 -3.504  -0.30
O -2.964 4.264 -2.677  0.17
H -5.433 -3.299 -9.286  0.02
H -1.736 -1.418 -8.824  0.11
H -2.811 0.010 -8.979  0.12
H -3.540 -0.396 -6.585  0.12
H -2.573 -1.831 -6.569  0.08
H -0.463 -0.440 -6.774  0.13
H -1.452 0.930 -7.159  0.10
H 0.252 -1.977 -4.106  0.12
H -0.898 -2.027 -5.405  0.11
H -1.612 -1.609 -1.440  0.09
H -0.938 -0.267 -0.604  0.05
H 0.748 -2.158 -2.293  0.10
H 0.511 -2.105 -0.575  0.13
H 1.541 -0.293 -3.417  0.10
H 3.135 -0.074 -2.718  0.11
H 2.011 1.986 -1.501  0.06
H 0.964 1.971 -2.917  0.05
H 2.738 2.112 -3.108  0.07
H 4.094 -1.656 0.769  0.09
H 3.565 0.017 0.635  0.09
H 2.472 -1.240 1.313  0.07
H -2.324 2.921 -1.177  0.05
H 0.117 1.372 -0.322  0.09
H -0.133 3.041 -0.714  0.10
H 0.082 3.082 1.554  0.06
H -1.023 1.712 1.854  0.06
H -1.641 3.297 1.292  0.07
H 1.214 5.378 -4.654  0.03
O 1.740 4.719 -0.935  0.12
C 1.455 5.624 -0.207  -0.48
O 1.138 5.441 1.097  0.02
C 0.730 6.686 1.689  -0.15
C 1.348 7.768 0.813  -0.15
C 1.347 7.096 -0.558  -0.07
H -0.362 6.724 1.689  0.13
H 1.084 6.712 2.717  0.12
H 0.804 8.710 0.851  0.11
H 2.375 7.958 1.130  0.12
H 0.408 7.251 -1.092  0.13
H 2.179 7.398 -1.187  0.12
O 3.901 2.019 2.577  0.10
C 4.217 1.295 3.480  -0.48
O 4.792 0.092 3.270  0.01
C 4.964 -0.604 4.519  -0.15
C 4.959 0.480 5.585  -0.14
C 4.028 1.518 4.966  -0.07
H 4.132 -1.301 4.631  0.10
H 5.897 -1.164 4.483  0.12
H 4.639 0.117 6.556  0.09
H 5.958 0.906 5.691  0.11
H 2.981 1.323 5.206  0.14
H 4.290 2.533 5.234  0.09
O -1.489 -1.489 -11.301  0.12
C -2.186 -0.947 -12.107  -0.48
O -3.366 -0.371 -11.778  0.01
C -4.034 0.111 -12.955  -0.15
C -2.933 0.295 -13.992  -0.15
C -1.947 -0.804 -13.598  -0.07
H -4.772 -0.635 -13.259  0.13
H -4.550 1.035 -12.707  0.13
H -3.294 0.228 -15.016  0.11
H -2.465 1.272 -13.863  0.12
H -2.181 -1.758 -14.074  0.13
H -0.911 -0.544 -13.793  0.12
O 1.909 -1.803 3.638  0.12
C 1.789 -2.929 3.256  -0.49
O 0.885 -3.279 2.309  0.01
C 0.896 -4.705 2.111  -0.15
C 2.264 -5.164 2.602  -0.15
C 2.553 -4.156 3.714  -0.07
H 0.079 -5.137 2.692  0.13
H 0.727 -4.910 1.057  0.12
H 2.274 -6.202 2.925  0.12
H 2.998 -5.051 1.804  0.12
H 2.147 -4.470 4.677  0.13
H 3.609 -3.926 3.822  0.12
O 3.865 -1.605 7.975  0.11
C 4.575 -1.648 8.935  -0.49
O 5.606 -2.521 9.039  0.03
C 6.220 -2.417 10.335  -0.16
C 5.855 -1.026 10.840  -0.15
C 4.486 -0.811 10.197  -0.07
H 5.817 -3.208 10.970  0.13
H 7.291 -2.565 10.224  0.12
H 5.858 -0.952 11.925  0.11
H 6.563 -0.294 10.450  0.12
H 3.674 -1.204 10.811  0.13
H 4.285 0.227 9.949  0.13
O -7.099 -4.308 2.583  0.11
C -7.005 -3.517 1.688  -0.48
O -6.127 -2.493 1.717  0.04
C -6.301 -1.650 0.563  -0.17
C -6.981 -2.533 -0.475  -0.15
C -7.813 -3.465 0.406  -0.07
H -6.917 -0.795 0.850  0.13
H -5.327 -1.292 0.240  0.02
H -7.559 -1.968 -1.203  0.12
H -6.230 -3.112 -1.015  0.10
H -8.795 -3.048 0.637  0.13
H -7.929 -4.461 -0.011  0.12
O -5.077 -6.933 8.197  0.12
C -5.528 -6.935 7.090  -0.49
O -5.699 -8.075 6.377  0.02
C -6.162 -7.765 5.050  -0.16
C -6.802 -6.388 5.155  -0.15
C -5.966 -5.743 6.258  -0.07
H -5.301 -7.771 4.377  0.12
H -6.858 -8.539 4.735  0.12
H -6.802 -5.840 4.217  0.08
H -7.836 -6.487 5.489  0.12
H -5.074 -5.253 5.864  0.13
H -6.527 -5.041 6.868  0.12
O 6.374 3.468 5.761  0.12
C 6.364 4.662 5.811  -0.48
O 6.434 5.344 6.979  0.03
C 6.291 6.755 6.740  -0.16
C 6.683 6.956 5.281  -0.15
C 6.239 5.634 4.655  -0.07
H 5.253 7.032 6.933  0.13
H 6.933 7.291 7.435  0.12
H 6.228 7.838 4.835  0.11
H 7.766 7.056 5.199  0.12
H 5.195 5.654 4.337  0.13
H 6.863 5.318 3.825  0.13

---

6.
DFT (ωB97M-V/def2-TZVPD) results for a 2-piece molecular cluster, C4H5NO overall.

## Properties
- Energy relative to the best compared isomer or geometry (same formula, charge and spin): 84.2 kcal/mol

Last column: natural (NBO) charge in e.
Element x y z (Å)
C 1.716 1.017 -0.181  0.19
C -1.465 0.172 0.228  0.31
C 0.956 -0.020 -0.738  -0.45
C -0.610 -0.854 0.724  -0.38
N 2.368 1.855 0.283  -0.26
O -2.230 0.062 -0.725  -0.56
H -1.300 1.224 0.637  0.13
H 1.403 -1.111 -0.761  0.27
H 0.064 0.114 -1.389  0.28
H -0.033 -0.607 1.605  0.23
H -0.867 -1.851 0.316  0.24